(1)
The following is a DFT calculation (the ωB97M-V functional and the def2-TZVPD basis) of C27H54MgO32PV as an isolated structure.

Calculated values
Spin multiplicity: 2
Frontier orbital gap (spin up / spin down) in eV: 7.6672 / 7.9463
Lowest unoccupied orbital energy (spin up / spin down) in eV: -4.9 / -4.6
Total charge: +1
HOMO level (spin up / spin down) in eV: -12.5 / -12.5

The geometry in XYZ format:
```
116
Properties=species:S:1:pos:R:3:forces:R:3:mulliken_charge:R:1
O 4.5232 -1.2652 -1.0625 -0.3 1.6 0.3 -0.48
V 3.8106 -0.1413 -0.2301 -1.9 -2.9 0.1 0.93
Mg 0.9426 0.3832 2.3583 -0.9 1.7 3.8 1.70
P 1.1203 -0.1836 0.2185 1.5 1.6 3.8 1.56
O 0.7533 -1.1903 1.3298 -1.5 -2.2 -2.2 -0.35
O 0.3756 1.1038 0.6867 -1.7 -0.4 -3.8 -0.22
O 1.8965 -0.5311 -1.0408 0.0 0.2 -0.8 -0.42
O 2.4199 0.3359 1.0974 4.7 0.1 -1.2 -0.81
C 0.6783 0.4429 -8.6820 0.2 0.5 -0.4 -0.66
O 1.1938 -0.2458 -7.5463 -0.2 -0.7 -0.3 -0.36
C 1.3166 0.4327 -6.4208 0.2 -1.0 -0.3 0.76
O 1.2107 1.6072 -6.2957 -0.4 1.8 0.1 -0.61
O 1.6145 -0.4253 -5.4488 -0.3 -0.2 0.0 -0.34
C 1.5812 0.0862 -4.1336 0.4 0.4 1.0 0.24
H 0.4245 -0.2903 -9.4412 0.0 -0.3 0.2 0.24
H 1.4330 1.1049 -9.1112 0.0 0.0 0.2 0.29
H -0.2110 1.0252 -8.4453 0.1 0.0 0.2 0.30
H 0.6732 -0.1846 -3.5911 0.0 -0.5 -0.3 -0.09
H 1.6351 1.1733 -4.0577 0.2 0.0 -0.6 -0.09
H 2.4427 -0.3326 -3.6170 -0.1 -0.1 0.0 0.08
C -4.8682 -1.4198 -3.5288 0.5 0.0 -0.4 -0.64
O -4.3375 -0.1247 -3.1889 -1.1 0.0 0.1 -0.40
C -3.0843 -0.1232 -2.8048 -0.6 0.5 -0.3 0.73
O -2.3140 -1.0121 -2.9533 1.4 -1.4 -0.1 -0.51
O -2.8090 1.0394 -2.2489 -0.1 0.9 0.2 -0.40
C -1.4363 1.3351 -2.0478 0.2 -0.6 0.5 0.10
H -5.9207 -1.2802 -3.7364 -0.1 0.1 0.2 0.23
H -4.6776 -2.1182 -2.7165 -0.2 0.0 0.0 0.30
H -4.3693 -1.7934 -4.4234 0.0 0.0 0.0 0.29
H -1.4395 2.2647 -1.4944 0.1 0.2 -0.2 -0.16
H -0.8811 1.3529 -2.9850 -0.2 0.4 -0.1 0.34
H -0.9515 0.5884 -1.4088 -0.3 0.0 -0.1 -0.17
C 1.5019 2.9925 -1.8499 0.0 -0.3 -0.1 -0.04
O 1.7546 3.5070 -3.1556 -0.1 0.5 0.3 -0.50
C 3.0077 3.9668 -3.3206 -0.1 -0.5 -0.4 0.80
O 3.8976 3.7858 -2.5349 0.4 -0.1 0.6 -0.61
O 3.1893 4.5804 -4.4564 0.4 0.6 -0.8 -0.34
C 2.1088 4.7635 -5.3980 -0.5 -1.1 0.4 -0.29
H 1.7082 1.9222 -1.8679 -0.2 -0.1 0.1 -0.18
H 0.4591 3.1855 -1.6350 0.0 -0.1 0.0 0.00
H 2.1379 3.4487 -1.1009 0.0 0.2 0.0 0.47
H 1.3105 5.3082 -4.9008 0.0 0.2 -0.3 0.26
H 1.7473 3.7755 -5.6916 -0.1 0.1 0.1 0.05
H 2.4789 5.2381 -6.2959 0.4 0.4 0.3 0.27
C 6.3277 -1.6828 3.1926 -0.4 0.9 0.5 -0.61
O 5.5352 -2.8233 2.9073 0.6 -0.6 0.7 -0.41
C 4.4943 -2.7589 2.1168 0.9 0.6 -0.9 0.75
O 4.2658 -1.7957 1.3854 -0.7 0.3 0.3 -0.32
O 3.8758 -3.8969 2.1656 -0.4 0.0 0.1 -0.42
C 2.5557 -4.0108 1.6094 -0.3 0.4 -0.5 -0.16
H 5.9464 -1.2326 4.1144 -0.1 0.1 -0.2 0.27
H 6.2716 -0.9494 2.3919 0.2 -0.1 -0.1 0.22
H 7.3527 -1.9549 3.4162 0.0 -0.5 -0.4 0.27
H 1.8953 -3.2621 2.0441 0.0 -0.1 0.2 -0.20
H 2.2573 -5.0226 1.8358 -0.1 -0.1 0.0 0.39
H 2.5216 -3.8421 0.5344 0.4 -0.2 -0.1 0.31
C 3.3277 3.3331 1.7033 0.8 -0.2 0.1 0.06
O 2.6269 3.9917 2.7564 0.1 0.3 -0.4 -0.40
C 1.7145 3.2879 3.3609 0.1 -0.1 0.0 0.74
O 1.5552 2.0849 3.2307 0.0 -0.4 0.2 -0.53
O 1.0222 4.0607 4.1336 -0.2 0.3 0.2 -0.32
C 0.0214 3.4889 4.9525 -1.3 0.1 0.9 -0.61
H 4.0135 4.0655 1.2920 -0.1 0.1 -0.1 0.32
H 2.6485 2.9436 0.9540 -0.2 0.0 0.0 -0.36
H 3.9143 2.5145 2.1272 -0.1 0.0 -0.1 0.25
H 0.3920 2.7433 5.6545 0.4 0.1 -0.1 0.43
H -0.8298 3.0569 4.4243 0.4 0.0 -0.6 0.04
H -0.4024 4.3293 5.5001 0.3 0.0 0.1 0.30
C -0.7222 -4.4373 2.9087 0.4 0.4 -1.3 -0.42
O -1.6865 -4.6586 3.9083 0.9 -0.2 0.9 -0.38
C -2.9326 -4.7882 3.5044 -0.8 0.7 -0.8 0.88
O -3.3326 -4.5918 2.3818 0.2 -0.2 0.0 -0.58
O -3.6844 -5.0801 4.5493 0.4 0.2 0.8 -0.35
C -5.0691 -5.1957 4.3155 -1.0 -1.0 -0.9 -0.70
H -0.9938 -4.9691 2.0024 0.1 -0.2 -0.1 0.40
H 0.2715 -4.7358 3.2256 -0.2 -0.4 0.5 0.26
H -0.6274 -3.3873 2.6147 -0.4 0.1 0.2 0.00
H -5.2766 -6.2427 4.0747 -0.1 0.0 0.2 0.29
H -5.3985 -4.6370 3.4419 0.2 0.3 0.1 0.33
H -5.6485 -4.9205 5.1876 0.3 0.2 0.3 0.25
C 1.5343 -6.8727 -3.2893 -0.3 -0.3 0.2 -0.66
O 0.6509 -5.7475 -3.3306 -0.1 -0.3 -0.8 -0.37
C 0.6841 -4.8985 -2.3284 0.6 -0.3 0.3 0.78
O 1.2921 -5.0552 -1.3031 0.4 -0.1 0.7 -0.56
O -0.0403 -3.8533 -2.6393 -0.7 0.8 -1.0 -0.30
C -0.3887 -2.9649 -1.6054 0.5 0.5 1.4 0.87
H 2.4597 -6.6404 -3.8103 0.0 0.1 0.1 0.26
H 1.0141 -7.6775 -3.8023 0.0 0.1 -0.1 0.25
H 1.7149 -7.1911 -2.2655 0.1 0.2 0.0 0.32
H 0.3284 -3.0372 -0.7836 -0.2 -0.4 0.1 -0.26
H -1.3926 -3.1969 -1.2610 -0.1 0.0 0.0 0.35
H -0.3360 -1.9163 -1.8906 -0.2 -0.3 -0.8 -0.71
C -2.4937 -0.1355 1.3456 0.3 0.5 -0.9 -0.28
O -2.8120 -0.2345 2.7311 -0.3 0.0 -0.3 -0.46
C -1.9817 0.2345 3.6067 0.1 -0.6 0.1 0.86
O -0.8387 0.6404 3.4163 0.5 -0.2 -0.2 -0.50
O -2.5435 0.1645 4.7790 -0.3 -0.1 0.7 -0.40
C -1.7360 0.3797 5.9343 0.1 0.7 0.6 -0.52
H -1.9075 -0.9791 0.9843 -0.1 -0.2 0.3 0.23
H -1.9091 0.7601 1.1401 -0.1 0.0 0.1 -0.01
H -3.4342 -0.0760 0.8091 -0.1 -0.1 0.1 0.42
H -1.3628 1.4016 5.9569 0.2 -0.1 -0.2 0.07
H -0.9168 -0.3309 6.0145 0.0 -0.1 -0.2 0.30
H -2.3800 0.3062 6.8055 -0.2 -0.4 -0.2 0.30
C -1.3883 3.8379 1.2953 0.6 0.4 0.1 -0.40
O -2.2629 4.2193 2.3524 -0.2 0.1 0.1 -0.18
C -3.2892 4.9952 1.9773 -0.4 -0.3 0.5 0.64
O -3.5676 5.2711 0.8490 0.0 0.3 -0.5 -0.55
O -3.9678 5.3309 3.0705 0.5 0.1 0.2 -0.33
C -5.1656 6.0865 2.8779 -0.1 -0.1 -0.6 -0.69
H -1.8908 3.6883 0.3441 -0.3 -0.3 0.2 0.53
H -0.8914 2.9551 1.6725 0.1 -0.3 -0.3 -0.56
H -0.6512 4.6315 1.1355 0.0 0.0 0.1 0.45
H -5.9484 5.3901 2.5815 -0.2 0.1 0.2 0.29
H -5.0612 6.8144 2.0758 0.2 0.0 0.0 0.32
H -5.3708 6.5879 3.8136 -0.1 -0.1 0.1 0.24
```
Positions in Å, forces in eV/Å.

(2)
The following is a DFT calculation (the ωB97M-V functional and the def2-TZVPD basis) of a 9-piece molecular cluster, C27H54O9 overall.

Calculated values
Frontier orbital gap in eV: 8.7289
Relative energy (zero: lowest compared OMol25 entry of this formula, charge and spin) in kJ/mol: 2165.0
SMILES: CC(C)=O.CC(C)=O.CC(C)=O.CC(C)=O.CC(C)=O.CC(C)=O.CC(C)=O.CC(C)=O.CC(C)=O
Lowest unoccupied orbital energy in eV: 0.5
Total charge: 0
HOMO level in eV: -8.3

The geometry in XYZ format:
```
90
Properties=species:S:1:pos:R:3:forces:R:3:mulliken_charge:R:1
C -2.2224 -14.7167 24.1580 -0.3 -0.9 -1.1 -1.38
C -2.9458 -15.2584 22.9149 -4.4 0.9 1.4 0.11
O -3.9438 -16.0334 23.0868 3.4 1.7 -0.7 -0.66
C -2.7610 -14.5797 21.5784 -1.2 -1.0 4.0 0.04
H -2.5778 -13.7194 24.4174 -0.1 0.1 -0.4 0.37
H -1.1758 -14.6426 23.8628 0.3 -0.1 0.7 0.29
H -2.5163 -15.3815 24.9702 0.7 0.0 0.1 0.39
H -2.0520 -13.7542 21.5160 0.1 -0.4 0.0 0.32
H -3.7435 -14.2277 21.2640 0.0 0.1 0.7 0.85
H -2.6079 -15.3660 20.8392 0.7 0.2 4.3 0.60
C -1.3723 -13.5551 17.6732 -2.5 -1.3 0.3 0.89
C -2.5271 -14.4449 18.0650 2.8 -0.5 1.3 1.36
O -3.5326 -14.5003 17.3918 2.3 -1.3 2.0 -0.81
C -2.2892 -15.1987 19.3342 -1.1 1.4 -4.8 0.97
H -1.2088 -13.7866 16.6207 0.4 1.0 3.9 -0.08
H -0.5021 -13.8068 18.2795 -0.8 0.6 -1.2 -0.99
H -1.7968 -12.5518 17.7120 0.4 -2.2 0.6 -2.88
H -2.2148 -16.2632 19.1118 -0.3 2.0 0.2 -1.81
H -3.1581 -15.0658 19.9788 -0.7 0.1 -3.8 -0.24
H -1.4001 -14.8232 19.8407 -1.1 -0.6 -1.0 0.77
C -4.8116 -17.3200 17.5651 -0.6 -0.3 -0.8 -0.87
C -3.6613 -17.7645 18.3816 -0.5 0.4 2.9 1.13
O -3.5768 -17.3386 19.5498 -1.8 -1.9 -2.0 -0.50
C -2.4681 -18.5248 17.8305 -0.8 -0.6 0.1 -1.11
H -4.3310 -16.7775 16.7509 -0.5 0.3 -0.2 -0.08
H -5.5512 -16.7315 18.1079 0.7 0.4 0.2 0.33
H -5.4419 -18.0933 17.1260 0.5 -0.5 -0.2 0.52
H -1.8175 -17.7328 17.4593 0.1 -0.6 -0.2 0.12
H -2.6699 -19.3610 17.1611 -0.1 0.5 -0.4 0.45
H -1.9220 -18.8712 18.7079 -0.6 -1.6 -1.7 0.53
C 0.8353 -10.6014 16.8150 -2.0 -0.9 -0.2 -1.57
C -0.4423 -11.1530 17.4863 -0.3 2.0 2.4 0.75
O -0.3973 -11.7833 18.5545 1.6 3.8 -2.0 -0.40
C -1.8165 -10.7843 16.9847 4.5 3.1 -2.2 -0.42
H 0.6383 -10.3505 15.7727 0.1 -0.5 -0.2 0.34
H 1.5631 -11.4042 16.9325 0.6 0.8 0.2 0.38
H 0.9355 -9.6059 17.2474 0.8 -0.3 0.6 0.42
H -2.5509 -10.3740 17.6779 2.3 1.5 -1.3 0.18
H -2.2929 -11.6807 16.5878 3.1 2.3 0.0 -0.28
H -1.7523 -10.1346 16.1118 0.3 0.1 -0.2 0.38
C 3.1380 -13.5687 19.6068 -0.1 0.2 0.7 -1.58
C 1.7535 -13.9218 19.1828 -1.7 -0.4 -0.8 0.91
O 1.5697 -14.5932 18.1695 0.6 0.7 0.8 -0.57
C 0.5730 -13.5165 20.0759 1.4 0.5 0.4 -0.34
H 3.4329 -14.4251 20.2131 0.5 -0.2 -0.2 0.38
H 3.1592 -12.7405 20.3152 0.0 0.2 -0.2 0.40
H 3.7935 -13.3965 18.7531 0.0 -0.2 0.2 0.37
H -0.3819 -13.9129 19.7309 1.4 0.4 0.7 -0.65
H 0.4177 -12.4377 20.0657 0.8 -0.3 0.4 0.64
H 0.8083 -13.8467 21.0877 -0.1 0.1 0.0 0.55
C -0.9949 -17.4468 22.3850 0.2 -0.9 -0.4 -1.31
C -0.8055 -16.7334 21.0923 1.9 1.6 -1.4 1.22
O -0.4349 -15.5431 21.0878 0.2 -4.2 1.4 -0.47
C -0.9358 -17.4939 19.7252 1.7 0.1 1.5 -1.32
H -0.1637 -17.2383 23.0585 -0.2 0.3 0.0 0.31
H -0.9809 -18.5211 22.2014 -0.3 -0.1 0.1 0.48
H -1.9536 -17.1466 22.8080 0.2 -0.4 0.1 0.25
H -0.0904 -18.1692 19.5933 0.3 -0.3 0.5 0.64
H -0.8778 -16.8482 18.8489 0.9 -0.1 0.6 0.61
H -1.8444 -18.0680 19.5436 1.3 1.4 2.8 0.26
C -3.5172 -11.4959 18.3011 -2.7 -2.3 3.6 0.28
C -4.3974 -12.4763 19.0996 1.3 0.1 0.1 0.89
O -4.2540 -12.6328 20.2966 -0.1 0.7 -0.2 -0.67
C -5.3843 -13.2747 18.3503 -2.3 1.1 0.3 -1.17
H -4.1432 -10.6349 18.0671 -0.1 0.1 0.0 0.35
H -3.0832 -11.8341 17.3602 -3.5 -0.9 3.5 -0.70
H -2.6157 -11.2083 18.8421 -1.0 -0.5 1.5 0.17
H -6.2234 -13.4465 19.0245 -0.1 -0.2 0.1 0.53
H -4.9914 -14.2019 17.9332 -0.9 0.6 0.6 -0.07
H -5.7562 -12.5929 17.5855 -0.1 -0.3 -0.5 0.45
C -4.2506 -13.8549 15.3062 0.7 -0.7 -2.7 -1.13
C -3.1493 -12.7889 15.4126 -2.4 -1.0 -0.3 1.34
O -3.5630 -11.7312 15.8613 -2.3 -0.9 -4.0 -0.47
C -1.6600 -13.0097 15.0721 -1.0 0.2 -1.1 -1.03
H -4.0534 -14.4764 14.4328 -0.5 0.3 -0.8 0.56
H -5.2578 -13.4393 15.3387 0.3 0.3 -0.4 0.54
H -4.1856 -14.6123 16.0873 -0.4 0.7 -1.4 0.06
H -1.5391 -13.0854 13.9915 -0.2 0.1 -0.1 1.02
H -1.2795 -13.8968 15.5784 -1.1 0.3 -2.8 -0.26
H -1.0041 -12.2550 15.5061 -0.3 0.1 -0.9 -0.26
C 0.2697 -15.2021 14.8917 -0.1 -0.9 1.1 -1.17
C -0.7645 -15.7835 15.8685 0.2 -1.0 -0.1 0.93
O -0.7142 -15.5601 17.0655 0.7 -2.9 -2.0 -0.33
C -1.8789 -16.6524 15.2584 1.1 -0.1 0.7 -0.41
H 1.0299 -14.7338 15.5169 -0.1 0.5 -0.2 0.23
H -0.2851 -14.5273 14.2399 1.0 -0.5 -0.4 0.44
H 0.7560 -16.0424 14.3962 -0.2 0.1 -0.4 0.51
H -2.2133 -17.3225 16.0504 -0.6 0.8 -0.7 -0.14
H -1.4237 -17.3454 14.5509 -0.2 0.4 -0.6 0.54
H -2.6573 -16.0119 14.8440 0.0 -0.3 -0.1 -0.15
```
Positions in Å, forces in eV/Å.